Here is a cluster of 4 separate species, C35H58Cl2O14 in total in a non-equilibrium geometry from the OMol25 dataset. Energies are from ωB97M-V/def2-TZVPD.

Geometry as XYZ:
```
109
Properties=species:S:1:pos:R:3:mulliken_charge:R:1
C 12.339 -3.457 0.468 -1.16
C 11.633 -2.074 0.743 0.01
C 11.131 -1.853 2.223 0.23
O 11.390 -2.420 3.232 -0.52
O 10.216 -0.783 2.090 -0.41
C 9.401 -0.957 0.905 0.47
Cl 8.150 -2.153 1.489 -0.14
C 8.933 0.521 0.636 -0.82
C 7.855 0.596 -0.533 -0.36
O 6.600 0.898 0.100 -0.36
C 5.630 1.297 -0.899 -0.50
C 4.342 0.359 -0.728 -0.34
O 3.222 1.243 -0.623 -0.33
C 2.062 0.608 -0.196 0.87
C 0.828 1.420 -0.211 -0.87
C -0.481 0.877 0.191 -0.19
C -0.611 -0.530 0.676 -0.16
C -2.021 -1.027 1.137 2.78
C -3.181 -0.204 0.404 -1.60
C -2.134 -0.570 2.683 -1.30
C -2.239 -2.584 1.142 -2.38
C -2.387 -3.313 -0.242 2.55
C -1.219 -3.076 -1.281 -1.71
C -3.770 -3.087 -0.996 -1.54
C -2.348 -4.897 0.091 -1.45
C 0.625 -1.303 0.707 -0.23
C 1.942 -0.770 0.277 -0.96
C 10.408 -1.647 -0.139 0.56
O 9.764 -2.753 -0.756 -0.53
Cl 11.051 -0.566 -1.477 -0.18
H 11.643 -4.263 0.120 0.29
H 12.763 -3.819 1.450 0.33
H 13.184 -3.291 -0.252 0.30
H 12.469 -1.329 0.613 0.36
H 8.448 0.865 1.590 0.39
H 9.776 1.224 0.431 0.43
H 7.760 -0.405 -1.051 0.23
H 8.111 1.393 -1.288 0.31
H 6.035 1.289 -1.943 0.34
H 5.307 2.340 -0.605 0.23
H 4.317 -0.291 -1.651 0.27
H 4.539 -0.248 0.193 0.30
H 0.882 2.491 -0.535 0.34
H -1.327 1.597 0.141 0.29
H -2.877 -0.100 -0.679 0.25
H -3.254 0.842 0.804 0.39
H -4.138 -0.782 0.489 0.06
H -1.167 -0.766 3.229 0.31
H -2.980 -1.142 3.164 0.34
H -2.411 0.514 2.741 0.07
H -1.395 -3.040 1.737 0.46
H -3.177 -2.803 1.734 0.38
H -1.407 -3.650 -2.239 0.44
H -1.051 -2.007 -1.563 0.29
H -0.298 -3.564 -0.839 0.38
H -3.594 -2.265 -1.757 0.22
H -4.593 -2.714 -0.334 0.16
H -4.019 -4.009 -1.577 0.54
H -3.418 -5.262 0.051 0.35
H -1.729 -5.476 -0.638 0.33
H -2.036 -5.058 1.165 0.33
H 0.619 -2.362 1.052 0.26
H 2.835 -1.428 0.348 0.24
H 8.952 -2.399 -1.160 0.39
C -6.845 6.018 1.001 -1.05
C -6.662 4.857 0.043 -0.29
O -5.767 3.879 0.589 -0.31
C -6.305 3.043 1.486 0.60
O -7.451 3.039 1.853 -0.57
O -5.338 2.224 1.920 -0.01
C -5.760 1.324 2.945 -0.69
H -5.877 6.433 1.291 0.24
H -7.446 6.805 0.543 0.39
H -7.342 5.695 1.918 0.30
H -6.205 5.215 -0.881 0.32
H -7.617 4.402 -0.225 0.35
H -6.649 0.768 2.645 0.36
H -5.945 1.873 3.870 0.32
H -4.953 0.613 3.118 0.09
C -3.775 5.077 4.094 -1.37
C -3.138 4.524 2.834 0.67
O -1.825 5.067 2.643 -0.41
C -0.858 4.500 3.373 0.79
O -0.996 3.587 4.147 -0.56
O 0.291 5.135 3.106 -0.37
C 1.400 4.675 3.877 -0.64
H -3.759 6.169 4.084 0.33
H -4.809 4.738 4.184 0.37
H -3.229 4.757 4.983 0.38
H -3.729 4.821 1.967 0.19
H -3.108 3.433 2.845 -0.23
H 1.515 3.593 3.799 0.29
H 1.280 4.973 4.919 0.29
H 2.298 5.147 3.480 0.23
C -7.455 -3.878 -6.792 -1.10
C -7.211 -2.584 -6.041 -0.18
O -6.069 -2.697 -5.183 -0.34
C -4.881 -2.563 -5.784 0.69
O -4.699 -2.350 -6.955 -0.56
O -3.928 -2.727 -4.859 -0.20
C -2.601 -2.685 -5.372 -0.60
H -7.520 -4.718 -6.097 0.29
H -8.380 -3.821 -7.368 0.36
H -6.634 -4.094 -7.478 0.31
H -8.065 -2.369 -5.397 0.29
H -7.101 -1.738 -6.723 0.31
H -2.429 -1.782 -5.959 0.34
H -2.403 -3.575 -5.972 0.32
H -1.919 -2.680 -4.523 0.09
```

The value obtained for the LUMO energy is 0.4 eV. As for the HOMO-LUMO gap: 8.5 eV.

Here is a structure of composition C35H58CoOP2 in a non-equilibrium geometry from the OMol25 dataset. Energies are from ωB97M-V/def2-TZVPD.

Geometry as XYZ:
```
97
Properties=species:S:1:pos:R:3:lowdin_spin:R:1
Co 0.445 0.684 -0.637 2.27
C 2.287 0.580 0.152 0.07
C 1.929 1.902 -0.280 0.03
C 0.345 1.195 1.281 0.05
C 1.306 0.138 1.105 0.07
C 0.747 2.301 0.453 0.09
C 3.511 -0.169 -0.249 0.01
H 3.790 0.078 -1.279 0.00
H 3.347 -1.250 -0.184 0.00
H 4.365 0.075 0.396 0.00
C 1.279 -1.183 1.778 0.02
H 1.965 -1.878 1.286 0.00
H 0.260 -1.604 1.724 0.00
H 1.541 -1.136 2.845 0.00
C -0.867 1.114 2.139 0.02
H -0.649 1.128 3.217 0.00
H -1.390 0.161 1.950 0.00
H -1.541 1.949 1.916 0.00
C 0.115 3.650 0.415 0.01
H 0.475 4.284 1.234 0.01
H -0.974 3.581 0.505 0.00
H 0.359 4.161 -0.521 0.00
C 2.721 2.745 -1.217 0.01
H 3.494 3.304 -0.677 0.00
H 2.078 3.463 -1.736 0.00
H 3.219 2.122 -1.969 0.00
C -0.193 -1.535 -1.494 0.10
C 0.931 -0.932 -2.050 0.01
C 0.948 -0.088 -3.292 0.01
C -0.230 0.924 -3.375 0.02
C -0.677 1.591 -2.103 0.03
C -1.659 1.075 -1.229 0.08
C -2.375 -0.235 -1.322 0.03
C -1.612 -1.417 -1.959 0.02
H 0.904 -0.728 -4.185 0.00
H -1.095 0.370 -3.801 0.00
H 1.908 0.453 -3.354 0.00
H -1.724 -1.412 -3.062 0.00
H -0.040 -2.292 -0.709 0.00
H 1.898 -1.374 -1.791 0.00
H -2.131 -2.330 -1.629 0.00
H -2.620 -0.538 -0.288 0.00
H -2.178 1.796 -0.581 0.00
H -3.342 -0.097 -1.835 0.01
H 0.035 1.698 -4.111 0.00
H -0.500 2.674 -2.059 0.00
P -2.006 -0.567 -5.540 0.00
C -2.442 -2.233 -6.173 0.00
C -1.237 0.170 -7.040 0.00
P -3.503 1.901 -4.611 0.00
C -3.640 0.296 -5.592 0.00
C -3.253 3.028 -6.064 0.00
C -5.319 2.253 -4.557 0.00
H -3.223 -2.673 -5.542 0.00
H -1.549 -2.866 -6.097 0.00
H -2.782 -2.211 -7.217 0.00
H -1.856 -0.006 -7.931 0.00
H -0.259 -0.308 -7.177 0.00
H -1.063 1.245 -6.921 0.00
H -5.759 2.231 -5.565 0.00
H -5.466 3.248 -4.115 0.00
H -5.822 1.517 -3.922 0.00
H -4.402 -0.349 -5.116 0.00
H -3.921 0.498 -6.648 0.00
H -3.574 4.034 -5.762 0.00
H -3.867 2.691 -6.911 0.00
H -2.200 3.088 -6.361 0.00
C -2.393 -5.206 0.332 0.01
C -3.266 -3.978 0.577 0.01
C -4.606 -4.062 -0.153 0.00
C -3.417 -3.739 2.074 0.15
C -4.366 -4.380 2.844 -0.01
C -4.404 -4.199 4.229 0.22
C -3.483 -3.359 4.861 -0.01
C -2.495 -2.705 4.146 0.16
C -1.443 -1.852 4.853 0.01
C -2.088 -0.832 5.797 0.01
C -0.452 -2.735 5.621 0.01
C -2.461 -2.838 2.698 0.09
O -1.670 -2.162 1.970 0.33
H -2.887 -6.112 0.707 0.00
H -1.442 -5.092 0.862 0.00
H -2.182 -5.333 -0.734 0.00
H -2.729 -3.103 0.182 0.00
H -5.180 -4.950 0.145 0.00
H -5.203 -3.168 0.069 0.00
H -4.446 -4.098 -1.238 0.00
H -5.078 -5.041 2.349 0.00
H -5.153 -4.717 4.822 0.01
H -3.539 -3.213 5.946 0.00
H -0.897 -1.308 4.070 0.00
H -2.629 -1.340 6.611 0.00
H -1.323 -0.179 6.243 0.00
H -2.803 -0.204 5.249 0.00
H -0.004 -3.474 4.950 0.00
H 0.349 -2.134 6.063 0.00
H -0.969 -3.272 6.423 0.00
```

The value obtained for the LUMO energy (alpha / beta) is -1.8 / -4.0 eV. The spin multiplicity is 5. The calculation puts the relative energy (zero: lowest compared OMol25 entry of this formula, charge and spin) at 0.0 kcal per mole. The expectation value of S² is 6.0669. As for the total charge: +1. As for the HOMO-LUMO gap (alpha / beta): 7.7 / 6.6 eV.

no.,E (Ha)
1,-3342.0989
2,-3508.8239